(1)
One molecule with the formula C4H12OSi2 at a distorted geometry. Source: the Open Molecules 2025 dataset; level of theory: wB97M-V/def2-TZVPD.

Output
F_max ... 3.34 eV/A
Calculated total energy ... -813.8294 Eh
SMILES ... C=C[Si@H](CC)O[SiH3]
Gap between HOMO and LUMO ... 11.0 eV

The geometry in ORCA input format:
```
! RIJCOSX wB97M-V def2-TZVPD def2/J DEFGRID3
* xyz 0 1
C 1.68500 -2.36797 -0.56208
C 0.58875 -1.78795 -0.97673
C 0.07544 2.58623 0.08570
C 0.93976 1.50895 -0.63489
O -1.13327 -0.16952 0.35003
Si -1.91227 -0.82668 1.56618
Si -0.14576 -0.03761 -0.91778
H 1.88536 -3.37688 -0.72448
H 2.60635 -1.91226 -0.02768
H -0.17606 -2.43328 -1.46833
H -0.74245 2.77112 -0.59797
H -0.07200 2.36386 1.12980
H 0.63628 3.52992 0.18833
H 1.71618 1.34579 0.12066
H 1.62930 1.91814 -1.47916
H -2.87257 0.12918 2.04047
H -1.17668 -0.94319 2.75031
H -2.30938 -2.20528 1.17644
H -1.22199 -0.09259 -2.01881
*
```

---

(2)
C4H12P2S2 as an isolated structure at a distorted geometry. Source: the Open Molecules 2025 dataset; level of theory: wB97M-V/def2-TZVPD.

Output
F_max ... 6.25 eV/A
Calculated total energy ... -1638.6435 Eh
Gap between HOMO and LUMO ... 8.8 eV

The geometry in ORCA input format:
```
! RIJCOSX wB97M-V def2-TZVPD def2/J DEFGRID3
* xyz 0 1
C 0.00798 2.59109 -0.17388
C 1.42931 -2.20351 0.68324
C 1.17797 -0.33453 -1.81444
C -3.13978 -0.23233 0.96082
P -0.04834 0.63754 1.03004
P 1.61714 -0.45954 -0.00047
S 3.26510 0.54383 0.38194
S -1.66724 -0.28301 -0.09286
H 0.98169 2.61657 -0.71534
H -0.05673 3.31407 0.68222
H -0.88374 2.59541 -0.68680
H 0.41568 -2.46410 0.60671
H 1.98585 -2.91543 -0.09659
H 1.79898 -2.06917 1.76552
H 1.83157 0.59176 -2.13300
H 1.43835 -1.32685 -2.26921
H 0.16739 -0.09816 -1.84424
H -3.01243 -0.87860 1.85410
H -3.92567 -0.42326 0.38206
H -3.38307 0.79820 1.48019
*
```

---

(3)
A 2-piece molecular cluster, C4H12S overall at a distorted geometry. Source: the Open Molecules 2025 dataset; level of theory: wB97M-V/def2-TZVPD.

Output
F_max ... 2.36 eV/A
Calculated total energy ... -557.7015 Eh
Gap between HOMO and LUMO (spin up / spin down) ... 2.2 / 8.2 eV

The geometry in ORCA input format:
```
! RIJCOSX wB97M-V def2-TZVPD def2/J DEFGRID3
* xyz -1 2
C -1.03781 1.66767 -1.94251
C 0.38619 1.36278 -2.34930
H -1.73011 0.92173 -2.32335
H -1.14762 1.54426 -0.86145
H -1.40207 2.64933 -2.21000
H 0.48257 1.36166 -3.44419
H 0.80553 0.45920 -1.93966
H 1.05919 2.15044 -1.95344
C -0.11604 -0.01104 2.29819
C 0.70631 -2.75606 1.45929
S -0.51602 -1.32643 1.06265
H 0.95972 0.04216 2.43332
H -0.49262 0.95833 1.96722
H -0.58243 -0.21201 3.27109
H 1.48104 -2.42548 2.15569
H 0.99902 -2.83006 0.42810
H 0.14515 -3.55649 1.94834
*
```

---

(4)
A 2-piece molecular cluster, C4H12S overall at a distorted geometry. Source: the Open Molecules 2025 dataset; level of theory: wB97M-V/def2-TZVPD.

Output
F_max ... 5.51 eV/A
Calculated total energy ... -557.7182 Eh
SMILES ... CSC.CC
Gap between HOMO and LUMO ... 9.3 eV

The geometry in ORCA input format:
```
! RIJCOSX wB97M-V def2-TZVPD def2/J DEFGRID3
* xyz 0 1
C -1.05710 -2.02034 1.51137
C -0.02847 -3.15729 1.34430
H -2.10261 -2.09334 1.00433
H -1.17466 -1.72318 2.52851
H -0.67569 -1.06307 1.15421
H 0.09253 -3.83901 2.24086
H 0.85556 -2.64830 0.94599
H -0.52610 -3.70207 0.52479
C -1.03196 2.54550 -1.37876
C 2.00714 2.02886 -1.12652
S 0.62399 2.75719 -2.14426
H -1.00998 3.01933 -0.50565
H -1.69048 3.00300 -2.14753
H -1.22792 1.38200 -1.17014
H 1.82948 1.87876 -0.08125
H 2.87889 2.65257 -1.19284
H 2.23737 0.97937 -1.50742
*
```

---

These records have ΔE to the lowest compared entry with this formula, charge and spin values of 36.4; 28.2; 12.6; 32.8 kcal/mol, in the order they appear.